A molecular structure, C14H19Cl4NO2S2Sn at a distorted geometry, computed with wB97M-V/def2-TZVPD.

spin multiplicity = 1
relative energy (zero: lowest compared OMol25 entry of this formula, charge and spin) = 559.94 kJ/mol
LUMO level (spin up / spin down) = -0.446 / -0.049 eV
HOMO energy (spin up / spin down) = -5.018 / -6.032 eV
calculated total energy = -97996.4612 eV

```
43
Properties=species:S:1:pos:R:3:forces:R:3
Sn 0.000 0.000 0.000 3.949 -0.024 1.122
S -0.193 -2.433 -0.290 -0.210 -2.553 -1.365
S -0.311 2.394 -0.350 -0.139 2.813 -1.473
C 1.340 -3.347 0.058 -0.257 0.241 -0.017
C -0.215 -2.457 -2.131 -0.092 -0.470 0.645
C 0.487 -1.274 -2.755 0.014 0.253 -0.152
N -0.090 -0.022 -2.240 0.264 0.001 -2.617
C 0.545 1.206 -2.744 -0.024 -0.242 -0.215
C -0.174 2.415 -2.190 -0.185 0.427 0.670
H -1.267 -2.480 -2.412 -0.086 0.028 -0.070
H 0.222 -3.395 -2.463 0.062 -0.046 -0.109
H 0.396 -1.335 -3.844 0.011 0.068 -0.046
H 1.545 -1.280 -2.515 0.259 0.035 0.156
H 0.521 1.247 -3.838 0.011 -0.070 -0.044
H 1.586 1.194 -2.437 0.225 -0.030 0.164
H -1.196 2.464 -2.561 -0.080 -0.035 -0.089
H 0.318 3.337 -2.485 0.067 0.047 -0.092
C 1.111 3.417 0.136 -0.165 -0.236 -0.077
H -1.064 0.000 -2.526 -0.086 0.004 0.012
H 2.027 3.080 -0.335 0.105 -0.128 -0.103
H 1.205 3.328 1.212 -0.104 -0.136 0.075
H 0.901 4.450 -0.122 -0.052 0.066 -0.137
H 1.481 -3.323 1.132 -0.091 0.154 0.116
H 2.194 -2.895 -0.431 0.118 0.144 -0.094
H 1.210 -4.377 -0.260 -0.059 -0.055 -0.137
C -1.982 0.049 0.834 -1.805 0.145 5.538
C -2.135 -0.020 -0.491 -1.793 -0.351 -5.135
H -2.003 0.994 1.354 -0.377 -0.114 0.059
H -1.911 -0.837 1.446 -0.458 0.018 0.085
H -2.317 0.869 -1.081 -0.477 -0.035 -0.102
H -2.231 -0.970 -0.999 -0.586 -0.023 -0.107
Cl 0.796 -1.528 6.843 -0.084 0.481 -0.790
C 0.627 -0.649 5.324 -0.011 0.148 -0.035
C 0.546 0.767 5.318 -0.002 -0.175 -0.021
Cl 0.614 1.673 6.828 -0.030 -0.492 -0.783
C 0.402 1.448 4.089 0.043 -0.095 0.664
Cl 0.281 3.200 4.006 0.066 -0.827 -0.012
C 0.344 0.686 2.920 -0.393 5.623 -0.397
O 0.196 1.130 1.684 0.998 4.126 2.380
C 0.422 -0.614 2.925 0.291 -5.595 -0.282
O 0.332 -1.084 1.693 1.141 -4.024 2.158
C 0.566 -1.354 4.101 0.047 0.114 0.665
Cl 0.648 -3.108 4.031 -0.026 0.822 -0.012
```
Forces are in eV/Å.